1.
C11H19NO3 | ωB97M-V/def2-TZVPD

Calculated values
**Energy relative to the best compared isomer or geometry (same formula, charge and spin)**: 5.718 eV
**Structure (SMILES)**: CCCCCCC#C[C@H](O)[C@@H](C)[N+](=O)[O-]
**Kohn-Sham gap**: 10.1 eV
**E**: -19341.0103 eV
**HOMO energy**: -0.3569 Eh
**Net charge**: 0

The geometry in XYZ format:
```
34
Properties=species:S:1:pos:R:3:forces:R:3:lowdin_charge:R:1
C -3.6300 -2.0099 -0.4635 5.742 -3.863 -1.248 -0.155
C -2.7136 -1.1642 0.3886 -0.900 0.288 0.218 -0.289
C -2.6001 0.2074 -0.3817 2.699 -2.305 1.451 -0.202
C -1.7602 1.1771 0.4614 0.306 -0.053 1.276 -0.235
C -1.1656 2.2182 -0.4048 -1.484 2.691 0.108 -0.253
C 0.0380 2.9411 0.1482 0.168 -1.298 1.172 -0.191
C 1.1149 1.9709 0.3406 1.598 0.796 -1.462 0.011
C 2.1377 1.3750 0.0669 -2.159 0.593 1.247 0.035
C 3.1308 0.3622 0.1676 1.379 -0.601 2.181 -0.382
O 4.2436 0.6956 -0.5905 1.449 -0.403 -1.300 -0.010
C 2.6970 -1.0582 -0.3038 -0.652 3.001 -1.081 -0.224
C 3.0923 -2.0821 0.6182 0.347 -2.169 2.853 -0.068
N 1.1214 -1.0409 -0.4378 2.914 -1.180 1.091 -0.333
O 0.6914 -1.3138 -1.5281 -1.020 0.402 0.117 0.109
O 0.5587 -0.8885 0.6310 -0.513 -0.392 -1.108 0.051
H -4.5201 -1.5858 -0.6674 -2.948 1.291 -1.026 0.019
H -2.9489 -2.3551 -1.4254 -2.145 1.240 1.711 0.134
H -3.7115 -2.9900 0.0098 -0.687 0.008 0.138 0.061
H -1.7533 -1.7439 0.5741 -1.153 1.214 -0.020 0.106
H -3.3325 -1.0006 1.3441 1.429 0.008 -0.858 0.127
H -2.0017 0.0179 -1.3406 -1.438 0.186 0.945 0.128
H -3.6515 0.4339 -0.4661 -0.034 0.946 -0.718 0.102
H -0.7840 0.7416 0.9527 -2.557 0.012 -0.492 0.122
H -2.4517 1.6416 1.2074 0.880 -0.402 -0.064 0.127
H -0.9323 1.7375 -1.3182 0.715 -0.176 -1.149 0.096
H -1.8941 3.0313 -0.6458 0.155 -0.658 -0.071 0.132
H 0.3387 3.6730 -0.5346 0.805 1.008 -1.313 0.100
H -0.0607 3.5034 1.0673 -0.821 -0.072 0.469 0.119
H 3.4897 0.2997 1.2792 -0.932 -0.105 -1.580 0.183
H 4.7297 1.4391 -0.2291 -0.208 0.119 0.204 0.105
H 3.1218 -1.1961 -1.2788 -0.284 0.005 -0.726 0.146
H 2.5926 -1.8289 1.5696 0.255 -0.282 -0.101 0.091
H 4.2065 -2.1901 0.8980 -1.724 0.240 -1.092 0.137
H 2.6070 -3.0180 0.2914 0.820 -0.088 0.227 0.102
```
Positions in Å, forces in eV/Å.

2.
C11H19NSi | ωB97M-V/def2-TZVPD

Calculated values
**Energy relative to the best compared isomer or geometry (same formula, charge and spin)**: 3.899 eV
**Kohn-Sham gap**: 7.7 eV
**E**: -21079.3661 eV
**HOMO energy**: -0.2627 Eh
**Net charge**: 0

The geometry in XYZ format:
```
32
Properties=species:S:1:pos:R:3:forces:R:3:lowdin_charge:R:1
C -3.0719 3.0883 -0.2465 -0.626 1.111 -0.271 -0.106
C -3.2641 2.1788 -1.2839 -0.807 -0.383 -0.235 -0.090
C -2.1045 2.8400 0.6818 1.580 -0.699 0.675 -0.080
C -2.4560 1.0408 -1.3887 -0.459 0.692 -0.855 -0.101
C -1.2777 1.6840 0.6002 -2.460 1.854 0.213 -0.107
C -1.4408 0.8293 -0.4446 0.352 -1.825 -1.729 -0.330
C 3.1917 -0.6053 -1.5919 2.211 -0.486 -4.013 -0.246
C 2.9527 0.2089 0.7393 -0.414 -1.190 1.162 -0.198
C 0.6026 -2.7439 0.6625 -1.508 -2.250 1.772 -0.176
C -1.3591 -1.7644 1.6521 0.760 1.350 0.657 -0.132
C 2.4543 0.2461 -0.6875 -2.225 1.536 1.537 -0.407
N -0.3691 -1.7292 0.5950 -1.099 0.774 0.668 -0.412
Si -0.1989 -0.5813 -0.6522 2.421 0.752 0.850 0.825
H -3.6761 4.0277 -0.1402 0.496 -1.135 -0.320 0.122
H -4.1327 2.3418 -1.9464 0.749 -0.214 0.152 0.110
H -1.8946 3.5396 1.4850 -0.299 -0.087 0.046 0.104
H -2.6285 0.3561 -2.2512 0.282 0.499 0.872 0.112
H -0.8181 1.3869 1.4913 1.609 -0.168 0.908 0.087
H 3.0707 -1.7413 -1.5939 0.120 1.511 0.541 0.075
H 2.8615 -0.2818 -2.6555 0.710 -0.786 1.343 0.081
H 4.3795 -0.3448 -1.5791 -2.463 -0.752 0.128 0.117
H 2.1887 0.7118 1.3446 0.798 0.693 0.230 0.049
H 4.0283 0.5260 0.8703 -1.132 0.277 -0.113 0.082
H 2.9268 -0.7997 1.2343 0.082 0.376 -0.870 0.066
H 1.4145 -2.4347 0.0858 2.136 0.282 -0.166 0.011
H 0.7064 -2.9470 1.8050 0.924 -0.030 -2.071 0.122
H 0.2378 -3.6757 0.1413 0.217 0.369 0.729 0.096
H -2.0979 -1.0595 1.2543 -0.733 -0.614 0.906 0.064
H -1.6877 -2.7829 1.9383 -0.266 0.467 -0.770 0.087
H -0.9463 -1.3459 2.6316 -0.362 -0.287 -0.988 0.095
H 2.4780 1.3596 -1.0074 -0.350 -1.897 0.212 0.101
H -0.0698 -1.5282 -1.7433 -0.245 0.260 -1.201 -0.022
```
Positions in Å, forces in eV/Å.

3.
C11H20AuN5O3SSeSi | ωB97M-V/def2-TZVPD

Calculated values
**Spin multiplicity**: 3
**Kohn-Sham gap (spin up / spin down)**: 7.8 / 6.0 eV
**E**: -113071.8209 eV
**HOMO energy (spin up / spin down)**: -0.2838 / -0.3208 Eh
**Net charge**: 0

The geometry in XYZ format:
```
43
Properties=species:S:1:pos:R:3:forces:R:3:lowdin_spin:R:1
Au 0.1636 -0.1389 -0.2105 -0.768 -0.455 0.624 0.458
O 1.1283 -0.9828 2.7236 -0.249 -0.272 0.123 -0.001
N 0.1479 -1.6947 2.5486 -0.216 0.076 -0.795 0.002
O -0.2116 -2.6143 3.2578 0.313 0.155 0.317 0.008
O -0.5951 -1.4800 1.4733 0.630 0.386 0.280 0.083
C -3.0037 -3.2124 1.6024 -1.000 -1.106 -0.949 0.011
Si -2.3633 -2.9030 -0.0905 -0.071 0.956 -1.004 0.040
C -3.6009 -3.1486 -1.4913 0.466 -0.432 -0.683 0.028
C -0.7788 -3.7219 -0.6515 0.361 -0.244 0.601 0.000
Se -2.3232 -0.4925 -0.5549 0.203 -0.290 0.326 0.993
H -3.3184 -4.2702 1.6135 0.178 0.125 0.065 0.001
H -3.8990 -2.6657 1.8486 -0.270 0.459 -0.036 0.001
H -2.2605 -3.0603 2.3280 0.940 0.166 0.973 0.000
H -3.7063 -4.2131 -1.7446 0.167 0.124 -0.037 0.003
H -3.2479 -2.6153 -2.4082 -0.125 -0.486 0.601 0.010
H -4.6018 -2.8024 -1.3133 -0.467 0.365 0.355 0.001
H -0.9878 -4.7881 -0.8252 -0.051 0.156 0.090 0.000
H 0.0216 -3.6658 0.1188 -0.484 0.078 -0.610 0.000
H -0.4281 -3.3294 -1.6134 -0.027 0.117 0.270 0.000
C 6.0243 1.3993 -1.7534 -0.362 0.561 -0.502 0.000
C 4.7270 0.9889 -1.1344 -1.124 -0.057 0.818 -0.001
C 4.5799 0.7360 0.2722 0.413 0.264 -1.555 0.003
C 3.3485 0.4266 0.7594 -1.557 -0.288 -0.913 0.010
N 2.2764 0.4075 -0.0904 1.088 -0.215 0.667 0.080
C 2.4795 0.6540 -1.3914 0.434 0.464 0.173 0.023
S 0.9966 0.6511 -2.2873 0.082 0.081 -0.596 0.235
N 3.6596 0.9318 -1.9402 0.508 0.012 0.172 0.010
H 6.0419 1.1712 -2.8243 0.049 -0.477 0.330 0.000
H 6.8770 1.0253 -1.2115 0.301 -0.233 0.024 0.000
H 6.0935 2.4936 -1.7718 -0.101 -0.029 0.393 0.000
H 5.4295 0.7811 0.9080 0.534 0.003 0.448 0.000
H 3.1136 0.1500 1.7783 0.152 0.144 0.068 0.000
C -1.6360 3.5541 -0.8761 -0.098 -0.839 -0.266 -0.001
N -1.7136 3.4753 0.6019 -0.080 -0.302 -1.510 0.001
C -3.0301 3.4177 1.2129 0.270 -0.222 0.071 0.001
C -0.7173 4.0963 1.2154 0.175 0.262 0.131 0.000
N 0.1955 4.6444 1.6619 0.067 -0.028 0.197 0.000
H -1.7159 4.5585 -1.2917 -0.105 0.194 0.263 0.000
H -2.4225 2.9256 -1.3333 0.179 0.314 0.471 0.000
H -0.6960 3.1157 -1.2282 -0.016 0.169 0.251 -0.001
H -3.5282 4.3750 1.2037 -0.276 0.465 -0.083 0.000
H -2.8741 3.1290 2.2478 -0.324 -0.233 0.081 0.000
H -3.6439 2.6915 0.6614 0.261 0.112 0.360 0.002
```
Positions in Å, forces in eV/Å.

4.
C11H20BIO11 | ωB97M-V/def2-TZVPD

Calculated values
**Structure (SMILES)**: CCB(O)[C@]1(I)OC(=O)O[C@@H]1O.COC(=O)OC.COC(=O)OC
**Kohn-Sham gap**: 9.5 eV
**E**: -43027.3079 eV
**HOMO energy**: -0.3764 Eh
**Net charge**: 0

The geometry in XYZ format:
```
44
Properties=species:S:1:pos:R:3:forces:R:3:lowdin_charge:R:1
C 1.1859 -2.4872 -1.2652 -0.836 0.495 0.185 -0.105
C 0.4423 -1.8530 -2.6225 0.050 -0.456 -0.035 -0.147
B -0.7186 -0.8175 -2.0394 1.986 1.829 -0.731 -0.373
O -0.2435 0.5373 -1.6506 -1.556 -1.955 -1.979 0.000
C -2.3074 -1.1814 -1.8260 -0.198 -0.713 0.884 -0.565
I -3.7873 0.3760 -2.4306 0.946 -0.957 -0.202 0.911
O -2.4362 -1.0863 -0.3334 0.394 -4.387 0.452 -0.104
C -2.8294 -2.4618 0.0975 1.097 -2.105 2.357 -0.189
O -2.4154 -3.2040 1.1263 -3.558 5.616 -7.647 0.055
O -3.7869 -2.8202 -1.0024 2.509 0.015 1.120 -0.051
C -2.8759 -2.6765 -2.1871 -0.726 -1.559 1.290 -0.252
O -1.9844 -3.8601 -1.9574 -1.270 1.174 -0.547 -0.065
H 2.3493 -2.5073 -1.3901 -2.375 -0.153 0.308 0.085
H 0.8996 -1.8089 -0.3314 0.878 -1.425 -1.848 0.088
H 0.6926 -3.5310 -1.0740 1.293 1.929 -0.318 0.083
H 0.0025 -2.7479 -3.2466 0.854 1.774 1.241 0.098
H 1.2280 -1.2886 -3.3141 -1.734 -1.031 1.650 0.119
H -0.5288 1.2345 -2.3108 0.278 -1.058 1.237 0.110
H -3.3834 -2.8668 -3.2431 0.629 1.028 2.595 0.191
H -2.6085 -4.6229 -1.7181 1.095 1.768 -0.456 0.146
C 2.9086 -0.7591 4.9404 0.441 -0.084 0.164 -0.056
O 1.6041 -0.4430 4.4580 -0.643 -0.642 -0.209 -0.014
C 0.8149 -1.5237 4.2332 -0.146 -0.470 -0.024 -0.560
O 1.1299 -2.6905 4.4072 -0.385 1.685 -0.225 0.107
O -0.3857 -1.0812 3.7813 1.226 -0.061 0.518 -0.007
C -1.3250 -2.1172 3.5005 -0.264 -0.474 -0.072 -0.060
H 3.4519 0.1787 5.0850 -0.361 -0.043 -0.125 0.093
H 2.8492 -1.2748 5.9044 0.008 -0.057 -0.265 0.098
H 3.4545 -1.3641 4.2093 -0.162 -0.035 0.212 0.098
H -1.5536 -2.6870 4.4069 0.169 0.017 -0.147 0.102
H -0.9483 -2.7764 2.7117 -0.030 0.196 0.453 0.079
H -2.2478 -1.6497 3.1465 0.400 0.144 0.095 0.090
C 1.4902 2.9064 -0.2189 -0.046 -0.624 0.060 -0.044
O 1.3860 4.3276 -0.2770 -0.206 0.776 -1.050 -0.007
C 1.1117 4.8173 -1.5124 0.001 -0.298 -0.044 -0.558
O 0.9557 4.1566 -2.5274 0.150 0.882 1.314 0.102
O 1.0409 6.1694 -1.4229 0.087 -1.040 0.068 -0.010
C 0.7560 6.8251 -2.6572 -0.096 0.260 -0.418 -0.054
H 1.7112 2.6256 0.8146 -0.063 0.350 -0.142 0.098
H 0.5440 2.4377 -0.5081 0.336 0.094 -0.021 0.074
H 2.3087 2.5530 -0.8542 -0.264 0.050 -0.021 0.103
H -0.2196 6.5132 -3.0437 0.256 -0.068 -0.014 0.098
H 1.5453 6.6284 -3.3899 -0.234 -0.101 0.083 0.098
H 0.7227 7.9015 -2.4681 0.068 -0.286 0.254 0.094
```
Positions in Å, forces in eV/Å.